(1)
DFT (ωB97M-V/def2-TZVPD) results for a 16-piece molecular cluster, C37H98O19 overall in a non-equilibrium geometry.

Element x y z (Å)
C  6.485  -2.218  2.704
C  6.995  -1.827  1.182
C  7.606  -0.278  1.205
C  8.142  0.177  -0.295
C  6.942  0.712  -1.293
C  6.576  2.311  -1.017
C  5.012  2.594  -1.425
C  4.101  3.133  -0.154
C  3.684  4.723  -0.279
C  2.375  4.957  -1.244
C  0.960  5.103  -0.424
C  0.470  3.679  0.303
C  -0.679  4.112  1.393
C  -1.822  2.974  1.686
C  -2.922  2.786  0.460
C  -4.426  2.383  0.973
C  -5.571  1.787  0.174
C  -5.565  1.345  -1.437
C  -6.099  -0.220  -1.598
C  -5.036  -1.283  -0.875
O  -5.805  -2.567  -0.767
C  -6.893  1.612  1.129
O  -8.057  0.980  0.956
O  -6.638  2.384  2.387
C  -5.168  2.480  2.432
O  -4.706  2.585  3.680
H  5.451  -2.810  2.684
H  6.286  -1.181  3.253
H  7.303  -2.821  3.297
H  7.824  -2.594  0.807
H  6.119  -1.891  0.374
H  8.571  -0.251  1.905
H  6.861  0.507  1.666
H  9.026  0.946  -0.177
H  8.611  -0.799  -0.781
H  7.368  0.668  -2.386
H  5.989  0.021  -1.200
H  7.252  2.984  -1.718
H  6.830  2.593  0.094
H  4.991  3.382  -2.300
H  4.541  1.589  -1.861
H  3.154  2.427  -0.105
H  4.748  2.993  0.827
H  3.598  5.205  0.788
H  4.596  5.263  -0.814
H  2.559  5.996  -1.800
H  2.235  4.112  -2.048
H  0.056  5.467  -1.073
H  1.062  5.879  0.475
H  1.371  3.184  0.909
H  0.001  2.924  -0.459
H  -1.137  5.174  1.111
H  -0.103  4.298  2.422
H  -2.457  3.373  2.613
H  -1.337  1.938  2.004
H  -2.514  2.050  -0.386
H  -2.976  3.851  -0.076
H  -4.460  1.364  -1.885
H  -6.194  2.100  -2.101
H  -6.292  -0.509  -2.738
H  -7.136  -0.411  -1.053
H  -4.095  -1.490  -1.541
H  -4.775  -0.968  0.237
H  -5.147  -3.307  -0.928
C  1.071  8.614  -2.746
O  0.199  8.113  -1.750
H  2.104  8.461  -2.424
H  0.901  8.079  -3.684
H  0.890  9.683  -2.886
H  -0.709  8.263  -2.064
C  3.773  -5.138  0.671
O  4.767  -4.137  0.554
H  3.307  -5.063  1.656
H  3.014  -4.992  -0.102
H  4.233  -6.124  0.563
H  5.163  -4.229  -0.330
C  7.034  -7.594  -0.133
O  7.019  -6.179  -0.160
H  6.954  -7.970  -1.156
H  7.971  -7.941  0.308
H  6.186  -7.957  0.454
H  7.092  -5.874  0.761
C  -5.441  -5.168  1.975
O  -4.492  -5.241  0.928
H  -5.384  -4.179  2.438
H  -6.444  -5.321  1.571
H  -5.218  -5.932  2.724
H  -4.565  -6.128  0.537
C  -6.759  -2.181  4.292
O  -5.514  -1.964  4.930
H  -7.099  -3.195  4.511
H  -7.492  -1.464  4.669
H  -6.641  -2.063  3.212
H  -5.238  -1.056  4.718
C  -8.259  -6.355  -1.242
O  -7.014  -6.139  -0.604
H  -8.599  -7.370  -1.023
H  -8.992  -5.638  -0.865
H  -8.141  -6.237  -2.322
H  -6.738  -5.231  -0.816
C  4.619  8.444  -4.482
O  3.243  8.122  -4.567
H  4.843  8.781  -3.467
H  5.216  7.558  -4.709
H  4.851  9.244  -5.189
H  3.074  7.826  -5.478
C  -2.018  -6.907  1.317
O  -0.610  -7.051  1.333
H  -2.299  -6.251  0.489
H  -2.484  -7.886  1.177
H  -2.351  -6.465  2.259
H  -0.391  -7.638  2.077
C  8.657  -8.235  -4.198
O  8.387  -6.846  -4.165
H  9.299  -8.452  -5.055
H  9.168  -8.530  -3.279
H  7.719  -8.787  -4.299
H  7.817  -6.684  -3.394
C  6.501  6.527  1.017
O  7.114  6.061  -0.171
H  5.942  5.708  1.473
H  7.270  6.873  1.713
H  5.816  7.345  0.778
H  7.603  6.810  -0.554
C  -0.818  5.823  -4.463
O  0.590  5.679  -4.446
H  -1.099  6.479  -5.290
H  -1.284  4.845  -4.602
H  -1.151  6.266  -3.521
H  0.809  5.093  -3.702
C  -1.701  -3.612  -1.907
O  -1.716  -2.196  -1.934
H  -1.781  -3.987  -2.930
H  -0.764  -3.959  -1.466
H  -2.549  -3.975  -1.321
H  -1.643  -1.892  -1.013
C  -10.325  -0.299  -1.054
O  -11.545  -0.848  -1.517
H  -9.509  -0.975  -1.317
H  -10.158  0.672  -1.528
H  -10.365  -0.184  0.032
H  -12.251  -0.226  -1.270
C  -2.434  -7.739  5.069
O  -1.485  -7.812  4.021
H  -2.377  -6.751  5.531
H  -3.438  -7.892  4.664
H  -2.211  -8.503  5.818
H  -1.559  -8.699  3.630
C  -6.334  5.542  5.085
O  -5.385  5.469  4.037
H  -6.277  6.530  5.548
H  -7.338  5.389  4.680
H  -6.111  4.778  5.834
H  -5.459  4.582  3.646

Summary:
Frontier orbital gap (eV): 8.17
LUMO (eV): -1.7
DFT total energy (hartree): -2897.37416
HOMO (eV): -9.88


(2)
DFT (ωB97M-V/def2-TZVPD) results for a 6-piece molecular cluster, CH11O7 overall in a non-equilibrium geometry.

Element x y z (Å)
O  0.719  -1.740  0.924
C  -0.001  -1.142  1.760
O  0.217  0.023  2.248
H  -0.966  -1.731  2.108
H  0.893  -0.655  -2.335
H  0.168  -1.499  -1.260
O  0.176  -1.355  -2.195
H  -2.010  0.668  -2.437
H  -2.309  1.180  -1.112
O  -2.815  0.849  -1.895
H  2.149  0.552  -0.501
H  2.294  -0.841  -0.280
O  2.784  -0.161  -0.728
H  -0.126  1.790  -0.114
H  1.003  1.349  0.662
O  0.857  1.958  -0.139
H  -2.454  0.908  1.236
H  -1.012  0.720  1.617
O  -1.640  0.976  0.766

Summary:
Frontier orbital gap (eV): 9.76
LUMO (eV): 3.5
DFT total energy (hartree): -571.47165
Total charge: -1
HOMO (eV): -6.21
Energy relative to the best compared isomer or geometry (same formula, charge and spin) (kJ/mol): 64.8


(3)
DFT (ωB97M-V/def2-TZVPD) results for C3H9INO as an isolated structure in a non-equilibrium geometry.

Element x y z (Å)
C  1.287  -0.849  -0.947
C  -0.241  -0.678  -0.767
C  -0.553  0.550  0.106
N  0.037  0.403  1.517
O  -0.389  1.770  -0.305
I  -3.259  0.527  0.716
H  1.239  -1.366  -1.882
H  1.605  0.179  -0.802
H  1.851  -1.393  -0.115
H  -0.732  -1.469  -0.185
H  -0.624  -0.800  -1.755
H  1.086  0.840  1.519
H  -0.625  1.014  2.126
H  0.060  -0.478  1.941
H  -0.742  1.751  -1.168

Summary:
Frontier orbital gap (spin up / spin down) (eV): 7.89 / 6.60
LUMO (spin up / spin down) (eV): -3.6 / -7.2
Multiplicity: 3
DFT total energy (hartree): -546.99481
⟨S²⟩: 2.006
Total charge: +1
HOMO (spin up / spin down) (eV): -11.49 / -13.79
Energy relative to the best compared isomer or geometry (same formula, charge and spin) (kJ/mol): 0.0


(4)
DFT (ωB97M-V/def2-TZVPD) results for one molecule with the formula C17H38BN in a non-equilibrium geometry.

Element x y z (Å)
C  -2.015  -2.607  1.133
C  -1.631  -4.119  1.130
C  -0.459  -4.519  0.164
C  0.527  -3.363  -0.214
C  0.058  -2.733  -1.569
C  1.031  -1.649  -2.158
C  1.951  -0.953  -1.112
C  2.641  0.327  -1.705
C  3.177  1.255  -0.540
C  2.920  2.748  -0.929
C  1.805  3.380  -0.024
C  0.461  2.566  -0.065
B  -0.226  2.291  1.357
C  0.288  2.860  2.772
N  1.268  1.973  3.454
C  -1.578  1.385  1.380
C  -2.750  1.981  0.512
C  -3.370  0.804  -0.332
C  -2.655  0.715  -1.730
H  -2.678  -2.448  2.015
H  -1.164  -1.918  1.276
H  -2.642  -2.333  0.259
H  -2.536  -4.666  0.782
H  -1.442  -4.495  2.154
H  0.143  -5.289  0.698
H  -0.796  -5.009  -0.770
H  1.516  -3.843  -0.404
H  0.692  -2.621  0.584
H  -0.025  -3.536  -2.330
H  -0.942  -2.288  -1.368
H  0.419  -0.924  -2.739
H  1.666  -2.165  -2.911
H  2.744  -1.674  -0.833
H  1.375  -0.727  -0.192
H  1.858  0.867  -2.268
H  3.524  0.067  -2.316
H  2.691  1.007  0.428
H  4.259  1.065  -0.423
H  2.619  2.817  -1.991
H  3.813  3.400  -0.815
H  1.597  4.385  -0.453
H  2.213  3.540  0.991
H  -0.270  3.126  -0.693
H  0.604  1.590  -0.583
H  -0.551  3.045  3.478
H  0.774  3.846  2.610
H  1.023  0.996  3.326
H  2.191  2.120  3.056
H  -1.283  0.380  1.007
H  -1.924  1.262  2.431
H  -3.520  2.474  1.135
H  -2.348  2.729  -0.199
H  -3.222  -0.177  0.164
H  -4.453  0.963  -0.493
H  -3.196  0.065  -2.440
H  -1.641  0.302  -1.537
H  -2.532  1.725  -2.160

Summary:
Frontier orbital gap (eV): 9.52
LUMO (eV): 0.7
DFT total energy (hartree): -750.08603
SMILES: CCCCCCCCCCCCB(CN)CCCC
HOMO (eV): -8.84